Density functional theory data (ωB97M-V/def2-TZVPD) for 11 unconnected molecules or ions with the total composition C63H156N10O in a non-equilibrium geometry.

Values from the calculation:
LUMO level: 0.25 eV
SMILES string: CCN(CC)CC.CCN(CC)CC.CCN(CC)CC.CCN(CC)CC.CCN(CC)CC.CCN(CC)CC.CCN(CC)CC.CCN(CC)CC.CCN(CC)CC.CCN(CC)CC.CC(C)=O
Orbital gap: 8.378 eV
Total energy: -84802.7193 eV

Each line ends with the Mulliken charge.
Positions of all 230 atoms, in Å:
C 3.473 -0.931 1.204  -1.396
C 2.045 -0.543 1.204  -0.327
N 1.222 -1.360 0.305  0.024
C -0.072 -0.718 0.052  -0.431
C -0.926 -1.384 -1.040  -1.276
C 1.117 -2.759 0.749  -0.688
C 0.618 -2.985 2.146  -1.043
H 4.052 -0.204 1.775  0.410
H 3.924 -1.126 0.231  0.351
H 3.664 -1.904 1.655  0.285
H 1.687 -0.450 2.229  0.326
H 2.066 0.459 0.776  0.399
H -0.543 -0.665 1.034  0.357
H 0.112 0.296 -0.304  0.365
H -1.250 -2.406 -0.843  0.327
H -1.789 -0.723 -1.117  0.396
H -0.434 -1.417 -2.013  0.300
H 2.062 -3.293 0.646  0.330
H 0.467 -3.331 0.088  0.357
H 0.539 -4.044 2.395  0.416
H -0.387 -2.568 2.209  0.267
H 1.218 -2.483 2.904  0.249
C 3.634 1.487 -6.257  -1.404
C 4.630 2.629 -6.339  -0.259
N 4.805 3.028 -7.682  0.012
C 5.589 1.997 -8.440  -0.384
C 5.697 2.173 -9.955  -1.347
C 5.475 4.312 -7.778  -0.377
C 4.580 5.519 -7.351  -1.341
H 2.720 1.511 -6.851  0.342
H 3.274 1.362 -5.236  0.431
H 4.093 0.535 -6.522  0.317
H 4.148 3.414 -5.756  0.306
H 5.555 2.349 -5.834  0.284
H 6.606 1.945 -8.050  0.340
H 5.175 0.996 -8.315  0.330
H 6.413 2.965 -10.175  0.297
H 5.914 1.292 -10.559  0.386
H 4.717 2.524 -10.278  0.353
H 5.772 4.422 -8.821  0.301
H 6.404 4.318 -7.208  0.339
H 3.570 5.409 -7.746  0.337
H 4.920 6.439 -7.827  0.421
H 4.526 5.608 -6.266  0.314
C 0.783 3.358 12.929  -1.305
C 1.651 4.633 12.808  -0.322
N 2.814 4.457 11.875  -0.049
C 2.335 4.191 10.469  -0.386
C 3.540 3.618 9.583  -1.182
C 3.656 5.681 11.868  -0.464
C 4.545 5.788 13.122  -1.248
H 1.407 2.516 13.227  0.329
H 0.217 3.003 12.067  0.357
H 0.087 3.479 13.759  0.396
H 1.088 5.528 12.543  0.343
H 2.101 4.845 13.778  0.241
H 1.548 3.446 10.587  0.320
H 2.000 5.098 9.967  0.281
H 4.198 3.008 10.202  0.312
H 3.256 2.964 8.759  0.383
H 4.075 4.504 9.239  0.299
H 2.968 6.523 11.943  0.297
H 4.153 5.798 10.906  0.404
H 5.146 6.697 13.105  0.395
H 5.156 4.885 13.135  0.308
H 3.920 5.846 14.013  0.289
C -5.297 2.774 3.931  -1.226
C -4.648 3.895 4.824  -0.688
N -4.486 3.367 6.161  0.282
C -4.487 4.466 7.088  -0.545
C -5.869 5.104 7.270  -1.317
C -3.322 2.479 6.262  -0.634
C -3.607 1.436 7.322  -1.200
H -4.583 1.976 3.724  0.276
H -5.601 3.218 2.983  0.418
H -6.218 2.418 4.393  0.301
H -3.645 4.191 4.514  0.360
H -5.248 4.799 4.722  0.432
H -3.847 5.287 6.765  0.324
H -4.282 4.165 8.116  0.411
H -6.069 5.845 6.496  0.327
H -5.929 5.518 8.276  0.402
H -6.600 4.297 7.315  0.324
H -3.004 2.006 5.333  0.440
H -2.469 3.085 6.566  0.355
H -2.632 0.994 7.527  0.402
H -4.023 1.850 8.240  0.276
H -4.324 0.688 6.985  0.279
C -11.687 0.559 -7.649  -0.998
C -10.379 -0.007 -7.204  -0.633
N -9.626 0.972 -6.406  0.008
C -10.257 1.196 -5.129  -0.515
C -9.354 1.762 -3.993  -1.385
C -9.314 2.255 -7.026  -0.445
C -8.561 2.118 -8.411  -1.396
H -12.340 0.827 -6.818  0.283
H -12.193 -0.247 -8.180  0.402
H -11.622 1.462 -8.255  0.261
H -10.515 -0.913 -6.613  0.405
H -9.751 -0.103 -8.090  0.318
H -11.150 1.816 -5.192  0.276
H -10.677 0.228 -4.855  0.455
H -8.408 1.264 -3.778  0.307
H -9.212 2.841 -4.053  0.370
H -9.964 1.652 -3.096  0.429
H -8.718 2.836 -6.323  0.418
H -10.250 2.791 -7.175  0.373
H -7.693 1.489 -8.213  0.359
H -8.097 3.082 -8.618  0.416
H -9.110 1.714 -9.262  0.290
C -1.955 -8.476 -0.684  -1.213
C -0.791 -9.454 -0.753  -0.504
N 0.320 -8.857 -1.580  0.056
C 1.659 -9.286 -1.049  -0.848
C 2.101 -10.716 -1.363  -0.958
C 0.059 -9.047 -3.033  -0.380
C 1.154 -8.289 -3.825  -1.280
H -1.619 -7.515 -0.295  0.263
H -2.706 -8.823 0.026  0.403
H -2.412 -8.292 -1.657  0.286
H -0.464 -9.666 0.265  0.440
H -1.144 -10.407 -1.145  0.265
H 2.438 -8.638 -1.453  0.382
H 1.660 -9.109 0.026  0.489
H 2.375 -10.783 -2.415  0.247
H 2.947 -10.878 -0.695  0.393
H 1.354 -11.459 -1.086  0.271
H -0.893 -8.656 -3.393  0.335
H 0.070 -10.119 -3.228  0.369
H 2.168 -8.653 -3.657  0.278
H 1.071 -7.239 -3.543  0.303
H 1.044 -8.391 -4.904  0.404
C -0.723 6.655 -2.918  -1.283
C -2.230 6.451 -2.552  -0.490
N -3.108 7.153 -3.466  0.000
C -3.110 6.709 -4.866  -0.725
C -3.232 5.176 -5.080  -1.049
C -4.433 7.257 -2.854  -0.368
C -5.546 7.984 -3.714  -1.337
H -0.049 5.995 -2.373  0.366
H -0.417 7.689 -2.762  0.336
H -0.501 6.474 -3.970  0.289
H -2.460 5.387 -2.502  0.392
H -2.374 6.955 -1.597  0.422
H -3.994 7.104 -5.366  0.371
H -2.254 7.073 -5.435  0.355
H -3.441 4.976 -6.131  0.409
H -2.319 4.674 -4.759  0.269
H -4.099 4.812 -4.529  0.272
H -4.111 7.910 -2.042  0.393
H -4.781 6.359 -2.344  0.329
H -5.979 7.268 -4.412  0.321
H -5.168 8.852 -4.256  0.341
H -6.407 8.385 -3.180  0.391
C 5.856 -6.635 5.323  -1.186
C 6.638 -6.065 6.493  -0.402
N 7.902 -5.435 6.045  0.012
C 8.925 -6.461 5.871  -0.448
C 10.039 -6.014 4.906  -1.295
C 8.380 -4.415 7.002  -0.430
C 7.387 -3.216 7.014  -1.311
H 4.842 -6.884 5.639  0.415
H 6.422 -7.492 4.959  0.273
H 5.756 -5.990 4.450  0.294
H 6.048 -5.198 6.790  0.249
H 6.740 -6.654 7.404  0.331
H 8.534 -7.409 5.502  0.391
H 9.315 -6.617 6.877  0.311
H 10.590 -5.113 5.177  0.305
H 9.621 -5.912 3.905  0.302
H 10.810 -6.762 4.721  0.403
H 8.510 -4.938 7.949  0.390
H 9.340 -4.064 6.623  0.298
H 7.078 -2.919 6.012  0.321
H 6.489 -3.305 7.626  0.363
H 7.888 -2.353 7.453  0.412
C 12.665 5.599 -0.431  -1.293
C 12.120 4.334 -1.164  -0.346
N 10.834 3.828 -0.635  0.007
C 9.745 4.809 -0.938  -0.194
C 8.447 4.539 -0.273  -1.384
C 10.600 2.454 -1.094  -0.388
C 11.589 1.485 -0.430  -1.268
H 13.562 5.942 -0.946  0.371
H 12.822 5.361 0.621  0.326
H 11.964 6.424 -0.306  0.334
H 11.968 4.569 -2.218  0.331
H 12.906 3.585 -1.070  0.278
H 10.033 5.841 -0.733  0.250
H 9.486 4.748 -1.994  0.267
H 7.614 5.196 -0.522  0.393
H 8.055 3.534 -0.429  0.310
H 8.542 4.632 0.809  0.326
H 10.706 2.400 -2.177  0.286
H 9.564 2.177 -0.897  0.352
H 12.527 1.589 -0.976  0.330
H 11.306 0.442 -0.575  0.420
H 11.699 1.592 0.649  0.293
C -8.559 -6.309 -3.226  -1.247
C -8.727 -5.027 -2.376  -0.577
N -8.374 -5.252 -0.975  0.049
C -9.228 -6.261 -0.332  -0.901
C -10.758 -5.976 -0.230  -0.966
C -8.211 -3.948 -0.283  -0.400
C -7.903 -4.038 1.228  -1.324
H -7.508 -6.598 -3.197  0.294
H -8.920 -6.058 -4.223  0.407
H -9.260 -7.048 -2.840  0.300
H -8.082 -4.265 -2.812  0.457
H -9.733 -4.617 -2.468  0.365
H -9.038 -7.207 -0.839  0.422
H -8.850 -6.454 0.672  0.412
H -11.197 -5.769 -1.207  0.257
H -11.204 -6.890 0.162  0.398
H -10.929 -5.154 0.465  0.258
H -9.085 -3.311 -0.417  0.369
H -7.509 -3.300 -0.807  0.427
H -7.605 -3.116 1.728  0.388
H -7.125 -4.792 1.340  0.343
H -8.708 -4.415 1.858  0.268
C -1.272 -3.095 -7.863  -1.004
C -2.649 -2.436 -8.022  0.729
C -3.819 -2.950 -7.161  -0.919
O -2.804 -1.492 -8.785  -0.554
H -0.508 -2.620 -8.478  0.292
H -1.386 -4.151 -8.111  0.305
H -1.001 -3.062 -6.808  0.288
H -4.503 -3.519 -7.790  0.265
H -4.328 -2.095 -6.716  0.311
H -3.428 -3.564 -6.349  0.287